Record 1
Computed, not measured: one molecule with the formula C15H19N5O5 in a non-equilibrium geometry, with wB97M-V/def2-TZVPD.

```
44
Properties=species:S:1:pos:R:3
C 6.073 0.414 -1.286
C 4.719 -0.092 -0.812
O 4.060 0.996 -0.182
C 2.712 0.998 -0.027
C 2.152 2.255 0.224
C 0.799 2.439 0.398
C -0.051 1.343 0.303
N -1.447 1.434 0.447
C -2.220 2.536 0.531
O -1.844 3.685 0.535
C -3.721 2.217 0.656
O -4.022 0.887 0.234
C -5.072 0.694 -0.562
O -5.825 1.537 -0.950
C -5.198 -0.791 -0.934
N -4.038 -1.534 -0.559
C -2.787 -1.511 -1.077
N -2.019 -2.249 -0.319
N -2.795 -2.717 0.653
N -3.983 -2.305 0.532
C 0.484 0.085 0.065
C 1.852 -0.110 -0.080
O 2.312 -1.395 -0.314
C 2.515 -2.191 0.846
C 1.240 -2.573 1.589
H 5.941 1.221 -2.002
H 6.644 0.792 -0.442
H 6.624 -0.395 -1.757
H 4.856 -0.917 -0.102
H 4.126 -0.455 -1.658
H 2.828 3.094 0.279
H 0.398 3.420 0.587
H -1.919 0.540 0.469
H -4.292 2.937 0.061
H -4.011 2.321 1.707
H -6.056 -1.206 -0.396
H -5.384 -0.865 -2.009
H -2.494 -0.980 -1.957
H -0.156 -0.781 -0.016
H 3.203 -1.677 1.535
H 3.007 -3.089 0.462
H 0.512 -3.001 0.904
H 1.481 -3.309 2.351
H 0.799 -1.705 2.074
```

Results
Structure (SMILES): CCOc1ccc(NC(=O)COC(=O)Cn2cnnn2)cc1OCC
Frontier orbital gap: 0.307 Eh
Energy relative to the best compared isomer or geometry (same formula, charge and spin): 1.4 kcal/mol
E_HOMO: -7.987 eV
E: -33549.89625 eV

---

Record 2
Computed, not measured: a 11-piece molecular cluster, C48H61F5O6 overall in a non-equilibrium geometry, with wB97M-V/def2-TZVPD.

```
120
Properties=species:S:1:pos:R:3
F -0.566 1.857 -2.655
C -0.458 1.157 -1.531
C -0.489 -0.248 -1.602
C -0.235 -1.041 -0.491
C -0.089 -0.418 0.710
C -0.079 0.959 0.865
C -0.370 1.742 -0.262
H -0.604 -0.752 -2.551
H -0.176 -2.102 -0.685
H 0.197 -0.985 1.583
H 0.218 1.430 1.791
H -0.241 2.814 -0.250
F 3.036 -4.528 -0.938
C 3.629 -3.297 -0.716
C 4.814 -3.162 -0.071
C 5.335 -1.896 0.306
C 4.498 -0.789 -0.024
C 3.259 -0.899 -0.647
C 2.826 -2.180 -1.008
H 5.433 -4.022 0.139
H 6.286 -1.737 0.793
H 4.882 0.184 0.243
H 2.659 -0.050 -0.939
H 1.910 -2.284 -1.571
F 0.023 -1.799 -7.774
C -0.858 -0.957 -7.250
C -0.759 -0.780 -5.894
C -1.710 0.045 -5.344
C -2.665 0.676 -6.098
C -2.815 0.405 -7.411
C -1.875 -0.351 -8.034
H -0.041 -1.260 -5.245
H -1.724 0.262 -4.286
H -3.455 1.247 -5.632
H -3.679 0.675 -8.000
H -1.971 -0.422 -9.108
F 4.540 -1.142 5.003
C 3.427 -1.646 4.500
C 3.499 -2.381 3.336
C 2.343 -2.869 2.729
C 1.140 -2.676 3.397
C 1.085 -1.988 4.637
C 2.238 -1.415 5.183
H 4.426 -2.487 2.793
H 2.430 -3.516 1.868
H 0.204 -3.084 3.045
H 0.139 -1.891 5.149
H 2.268 -0.804 6.073
F -2.285 -6.846 4.471
C -1.968 -6.035 3.478
C -0.794 -6.131 2.773
C -0.537 -5.288 1.723
C -1.509 -4.337 1.325
C -2.705 -4.235 2.072
C -2.949 -5.103 3.101
H -0.137 -6.935 3.069
H 0.400 -5.340 1.189
H -1.345 -3.692 0.475
H -3.432 -3.467 1.851
H -3.876 -5.014 3.648
C 3.055 2.868 -3.616
C 3.812 2.709 -2.319
C 3.144 3.231 -1.103
O 4.921 2.252 -2.281
H 2.485 3.794 -3.690
H 2.370 2.033 -3.764
H 3.713 2.781 -4.480
H 3.820 3.383 -0.261
H 2.486 2.419 -0.793
H 2.544 4.130 -1.241
C 3.325 1.285 2.413
C 4.719 1.814 2.316
C 5.861 0.919 2.627
O 4.885 2.958 1.920
H 2.721 1.963 1.811
H 3.076 1.413 3.467
H 3.204 0.272 2.029
H 6.627 1.269 1.934
H 5.653 -0.150 2.584
H 6.287 1.087 3.616
C -3.406 2.031 3.491
C -2.316 1.083 3.725
C -2.393 -0.341 3.121
O -1.447 1.291 4.545
H -3.423 2.883 4.171
H -4.379 1.566 3.648
H -3.374 2.313 2.439
H -1.448 -0.868 3.247
H -2.532 -0.229 2.046
H -3.264 -0.884 3.490
C -5.364 4.846 -1.468
C -4.139 4.033 -1.299
C -3.191 4.076 -2.480
O -3.826 3.444 -0.287
H -5.481 5.501 -0.604
H -6.201 4.163 -1.615
H -5.286 5.378 -2.415
H -3.263 5.005 -3.045
H -3.462 3.223 -3.101
H -2.172 3.904 -2.133
C -1.311 4.875 2.985
C -0.143 5.255 2.050
C -0.122 6.651 1.515
O 0.636 4.418 1.651
H -0.998 4.885 4.029
H -1.706 3.908 2.673
H -2.103 5.624 2.976
H 0.520 7.225 2.183
H -1.136 7.046 1.448
H 0.368 6.726 0.545
C -2.641 -3.521 -3.574
C -3.895 -3.844 -2.773
C -3.692 -4.713 -1.512
O -5.000 -3.616 -3.214
H -2.905 -2.657 -4.184
H -2.305 -4.355 -4.190
H -1.776 -3.216 -2.986
H -2.644 -5.009 -1.459
H -4.351 -5.582 -1.494
H -3.885 -4.123 -0.616
```

Results
Structure (SMILES): Fc1ccccc1.Fc1ccccc1.Fc1ccccc1.Fc1ccccc1.Fc1ccccc1.CC(C)=O.CC(C)=O.CC(C)=O.CC(C)=O.CC(C)=O.CC(C)=O
Frontier orbital gap: 0.349 Eh
Energy relative to the best compared isomer or geometry (same formula, charge and spin): 36.6 kcal/mol
E_HOMO: -9.164 eV
E: -76635.68157 eV

---

Record 3
Computed, not measured: one molecule with the formula C4H5N3 in a non-equilibrium geometry, with wB97M-V/def2-TZVPD.

```
12
Properties=species:S:1:pos:R:3
N 2.684 0.036 1.129
C 1.791 -0.536 0.641
C 0.594 -0.296 -0.392
C -0.839 -0.956 -0.582
N -1.775 -0.137 0.190
C -1.127 0.906 0.522
N 0.167 1.017 0.022
H 1.193 -0.325 -1.302
H -1.156 -0.928 -1.643
H -0.890 -1.992 -0.260
H -1.527 1.700 1.150
H 0.886 1.511 0.527
```

Results
Structure (SMILES): N#C[C@H]1CN=CN1
Frontier orbital gap: 0.365 Eh
Energy relative to the best compared isomer or geometry (same formula, charge and spin): 51.8 kcal/mol
E_HOMO: -9.564 eV
E: -8697.56574 eV

---

Record 4
Computed, not measured: one molecule with the formula C5H9N in a non-equilibrium geometry, with wB97M-V/def2-TZVPD.

```
15
Properties=species:S:1:pos:R:3
C 2.054 -1.307 0.208
C 0.722 -1.321 0.158
C -0.604 -1.367 -0.418
N 0.196 -0.225 -0.641
C -0.038 0.913 0.237
C -1.306 1.671 -0.089
H 2.644 -0.460 -0.128
H 2.581 -2.103 0.722
H -0.744 -1.993 -1.288
H -1.425 -1.321 0.286
H 0.833 1.575 0.218
H -0.016 0.324 1.273
H -1.263 2.073 -1.109
H -1.439 2.511 0.598
H -2.193 1.032 -0.029
```

Results
Structure (SMILES): C=C1CN1CC
Frontier orbital gap: 0.367 Eh
Energy relative to the best compared isomer or geometry (same formula, charge and spin): 80.0 kcal/mol
E_HOMO: -8.937 eV
E: -6817.52546 eV

---

Record 5
Computed, not measured: a 2-piece molecular cluster, C3H9N3O overall in a non-equilibrium geometry, with wB97M-V/def2-TZVPD.

```
16
Properties=species:S:1:pos:R:3
C 0.821 -1.987 -0.028
N -1.311 -0.240 -0.123
C -0.518 0.770 0.136
C 0.873 0.505 0.346
N -0.961 2.052 0.292
N 1.764 0.874 -0.547
O -2.709 0.037 0.123
H -2.933 -0.554 0.864
H -0.261 -1.374 -0.065
H -1.956 2.172 0.376
H -0.331 2.759 0.628
H 1.557 1.024 -1.534
H 2.747 0.794 -0.330
H 1.495 -1.941 0.819
H 0.336 -2.968 -0.002
H 1.384 -1.922 -0.955
```

Results
Frontier orbital gap: 0.331 Eh
Energy relative to the best compared isomer or geometry (same formula, charge and spin): 128.1 kcal/mol
E_HOMO: -8.160 eV
E: -9769.98540 eV

---

Record 6
Computed, not measured: C6H8OS as an isolated structure in a non-equilibrium geometry, with wB97M-V/def2-TZVPD.

```
16
Properties=species:S:1:pos:R:3
C -1.108 -0.190 -0.279
C -0.652 -0.038 1.212
C 0.843 -0.216 1.326
C 0.860 0.886 0.468
C 0.316 0.360 -0.809
C 0.972 0.463 -2.009
H -2.766 -2.134 -0.771
H -1.899 0.434 -0.646
H -1.269 -0.152 2.070
H 1.449 -1.194 1.026
H 0.679 0.095 2.414
H 1.684 1.591 0.276
H 2.027 0.622 -2.105
H 0.426 -0.097 -2.762
O -0.349 1.509 1.176
S -1.213 -1.939 -0.588
```

Results
Frontier orbital gap: 0.347 Eh
Energy relative to the best compared isomer or geometry (same formula, charge and spin): 106.7 kcal/mol
E_HOMO: -9.027 eV
E: -19229.63532 eV

---

Record 7
Computed, not measured: C20H26KN3O6P2S2 as an isolated structure, with wB97M-V/def2-TZVPD.

```
60
Properties=species:S:1:pos:R:3
K 1.957 0.362 -0.570
C -0.580 -1.680 2.741
P -0.382 -1.411 0.926
C -2.127 -1.567 0.375
C 0.184 -3.105 0.452
C 1.642 -3.399 0.828
P 2.873 -2.723 -0.374
C 4.393 -3.311 0.483
C 2.725 -4.008 -1.686
H -1.104 -2.614 2.971
H -1.139 -0.844 3.167
H 0.412 -1.686 3.198
H -2.599 -2.482 0.747
H -2.131 -1.568 -0.718
H -2.699 -0.701 0.716
H 0.026 -3.181 -0.628
H -0.485 -3.832 0.930
H 1.804 -4.481 0.905
H 1.896 -2.952 1.792
H 4.317 -4.362 0.780
H 4.528 -2.685 1.367
H 5.260 -3.185 -0.167
H 2.771 -5.025 -1.282
H 3.526 -3.873 -2.415
H 1.783 -3.860 -2.219
S 0.259 -1.280 -2.712
C -0.682 -0.092 -3.571
C -1.896 -0.585 -4.165
N -2.868 -1.005 -4.626
C -0.392 1.243 -3.719
S 0.981 2.117 -3.113
C -1.360 2.049 -4.415
N -2.121 2.718 -4.972
N 2.486 2.832 2.957
C 2.356 1.382 3.189
C 3.089 0.544 2.114
O 3.847 1.163 1.331
O 2.805 -0.675 2.102
H 3.025 3.265 3.696
H 1.004 3.326 2.606
H 3.057 2.892 2.108
H 1.306 1.085 3.154
H 2.745 1.091 4.168
O 0.067 3.543 2.251
C -0.071 2.844 1.127
O 0.838 2.183 0.675
C -1.409 2.888 0.482
C -2.382 3.801 0.867
C -3.617 3.862 0.212
C -3.819 2.967 -0.812
O -4.928 2.800 -1.596
C -4.475 1.920 -2.653
O -3.359 1.219 -2.145
C -2.858 2.031 -1.167
C -1.634 1.973 -0.561
H -2.163 4.486 1.674
H -4.374 4.583 0.488
H -4.167 2.518 -3.516
H -5.265 1.215 -2.896
H -0.875 1.272 -0.881
```

Results
Frontier orbital gap: 0.171 Eh
Energy relative to the best compared isomer or geometry (same formula, charge and spin): 0.0 kcal/mol
E_HOMO: -0.563 eV
E: -94494.85512 eV
Total charge: -2

---

Record 8
Computed, not measured: a 7-piece molecular cluster, C11H38O13P2 overall in a non-equilibrium geometry, with wB97M-V/def2-TZVPD.

```
64
Properties=species:S:1:pos:R:3
C -7.422 -0.984 -1.542
O -7.014 -1.363 -0.225
P -6.438 -0.291 0.769
O -6.494 1.104 0.364
O -7.099 -0.639 2.175
C -7.073 0.278 3.257
O -4.966 -0.795 0.990
C -4.648 -2.061 1.442
H -7.788 0.042 -1.560
H -8.232 -1.589 -1.951
H -6.570 -1.139 -2.203
H -6.287 -0.047 3.939
H -8.136 0.267 3.496
H -6.826 1.309 3.004
H -5.329 -2.897 1.284
H -4.037 -2.022 2.344
H -3.896 -2.388 0.724
C 2.749 -2.842 -2.974
O 2.782 -3.332 -4.282
P 1.544 -3.120 -5.321
O 0.186 -3.128 -4.742
O 1.819 -1.795 -6.205
C 1.348 -0.602 -5.485
O 1.726 -4.324 -6.351
C 0.866 -4.675 -7.413
H 1.856 -3.153 -2.433
H 2.848 -1.758 -3.023
H 3.747 -2.986 -2.561
H 1.101 -0.672 -4.426
H 0.524 -0.187 -6.066
H 2.181 0.099 -5.439
H -0.072 -4.128 -7.501
H 0.740 -5.754 -7.507
H 1.368 -4.427 -8.348
C 1.376 7.527 -1.522
O 2.699 7.154 -1.560
H 1.160 7.710 -0.469
H 1.255 8.479 -2.039
H 0.666 6.734 -1.754
H 3.319 7.792 -1.199
C 6.379 -2.728 4.298
O 7.429 -2.920 3.366
H 5.809 -1.910 3.859
H 5.696 -3.555 4.492
H 6.701 -2.338 5.264
H 8.237 -2.529 3.706
C 0.550 1.653 1.434
O 1.542 1.123 2.260
H -0.358 1.567 2.031
H 0.400 2.704 1.186
H 0.599 1.197 0.445
H 2.353 1.405 1.831
C 6.796 3.506 0.662
O 5.747 3.065 -0.235
H 7.367 2.601 0.873
H 7.477 4.178 0.140
H 6.341 3.925 1.559
H 5.248 3.860 -0.434
C -2.202 0.082 7.298
O -3.131 -0.368 8.213
H -1.571 -0.709 6.893
H -2.606 0.485 6.370
H -1.573 0.866 7.720
H -2.766 -0.557 9.081
```

Results
Structure (SMILES): COP(=O)(OC)OC.COP(=O)(OC)OC.CO.CO.CO.CO.CO
Frontier orbital gap: 0.388 Eh
Energy relative to the best compared isomer or geometry (same formula, charge and spin): 68.8 kcal/mol
E_HOMO: -10.327 eV
E: -57217.70513 eV

---

Record 9
Computed, not measured: C25H38FN4O5PS5SbW as an isolated structure, with wB97M-V/def2-TZVPD.

```
81
Properties=species:S:1:pos:R:3
W -1.007 0.682 1.023
O 0.825 -2.824 -1.160
C -0.227 -3.119 -1.954
C -0.018 -4.079 -2.944
C -1.043 -4.446 -3.790
C -2.304 -3.866 -3.667
C -2.517 -2.919 -2.688
C -1.493 -2.529 -1.819
C -1.767 -1.493 -0.805
O -0.719 -0.935 -0.211
N -2.978 -1.157 -0.535
N -3.022 -0.124 0.411
C -4.209 0.365 0.533
S -5.519 -0.145 -0.500
C -6.755 0.908 0.312
C -6.060 2.156 0.818
S -4.557 1.623 1.670
H 0.562 -2.087 -0.574
H 0.967 -4.519 -3.026
H -0.861 -5.189 -4.556
H -3.106 -4.148 -4.335
H -3.483 -2.446 -2.576
H -7.219 0.357 1.129
H -7.514 1.149 -0.433
H -6.669 2.706 1.534
H -5.771 2.820 0.004
N -1.416 -1.136 2.408
C -1.454 -0.789 3.841
C -2.200 0.519 3.959
N -1.555 1.467 3.040
H -2.309 -1.520 2.111
H -0.695 -1.830 2.220
H -0.423 -0.665 4.178
H -1.922 -1.576 4.436
H -2.192 0.889 4.986
H -3.241 0.387 3.659
H -0.682 1.819 3.437
H -2.112 2.334 2.898
S -2.531 4.512 2.261
Sb -1.018 4.308 0.554
S 0.558 2.626 1.443
S -1.781 2.220 -0.594
C 3.707 1.213 -1.027
C 2.441 0.536 -0.570
O 2.531 0.362 0.866
P 1.235 0.020 1.726
O 1.767 0.371 3.197
C 2.834 1.300 3.502
C 4.127 0.561 3.752
O 1.252 -1.606 1.791
C 2.400 -2.374 2.221
C 3.327 -2.712 1.075
H 3.690 1.330 -2.111
H 4.584 0.623 -0.754
H 3.790 2.200 -0.572
H 2.316 -0.446 -1.032
H 1.562 1.144 -0.787
H 2.502 1.839 4.388
H 2.929 2.013 2.686
H 4.014 -0.170 4.554
H 4.901 1.271 4.046
H 4.460 0.050 2.847
H 1.984 -3.282 2.658
H 2.913 -1.822 3.009
H 2.787 -3.224 0.280
H 4.117 -3.371 1.441
H 3.791 -1.815 0.667
F 4.032 4.020 -4.646
C 3.097 3.098 -4.334
C 3.191 1.836 -4.899
C 2.236 0.894 -4.578
C 1.175 1.194 -3.688
C 0.208 0.240 -3.339
C 1.128 2.502 -3.141
C 2.079 3.447 -3.460
H 4.004 1.615 -5.576
H 2.294 -0.098 -5.009
H 0.223 -0.758 -3.756
H -0.566 0.504 -2.631
H 0.326 2.747 -2.453
H 2.050 4.444 -3.042
```

Results
Frontier orbital gap (alpha / beta): 0.233 / 0.233 Eh
Energy relative to the best compared isomer or geometry (same formula, charge and spin): 13.6 kcal/mol
E_HOMO (alpha / beta): -6.700 / -6.703 eV
E: -117289.95376 eV
2S+1: 2
⟨S²⟩: 0.79

---

Record 10
Computed, not measured: C12H18BrNO as an isolated structure in a non-equilibrium geometry, with wB97M-V/def2-TZVPD.

```
33
Properties=species:S:1:pos:R:3
C 0.596 -0.572 3.835
C -0.163 -0.468 2.481
C -0.323 -1.686 1.732
C -1.096 -1.640 0.707
C -1.617 -0.297 0.287
C -1.474 0.641 1.032
C -0.830 0.567 2.240
H -0.405 1.633 2.666
Br -2.078 2.335 0.470
O -2.408 -0.580 -0.923
C -1.870 -0.095 -2.141
C -0.508 -0.442 -2.650
H -0.486 -1.209 -2.235
H -0.769 -0.575 -3.846
C 0.574 0.642 -2.414
N 0.773 0.507 -0.967
C 1.282 1.956 -0.622
H 0.639 2.636 -0.826
H 2.458 2.120 -1.333
H 1.590 1.754 0.401
C 1.828 -0.431 -0.623
H 1.915 -0.661 0.449
H 2.757 -0.527 -1.248
H 1.217 -1.610 -0.894
H 0.462 1.613 -2.817
H 1.346 0.278 -3.152
H -2.088 1.259 -1.863
H -2.714 -0.224 -2.881
H -1.343 -2.702 0.275
H -0.045 -2.659 2.270
H 1.304 0.381 3.955
H 1.472 -1.257 3.947
H 0.003 -0.686 4.689
```

Results
Frontier orbital gap: 0.351 Eh
Energy relative to the best compared isomer or geometry (same formula, charge and spin): 234.4 kcal/mol
E_HOMO: -8.771 eV
E: -86305.71649 eV

---

Q: The lowest E belongs to which entry?
A: C25H38FN4O5PS5SbW

---

Repeat the fourth record exactly.
Computed, not measured: one molecule with the formula C5H9N in a non-equilibrium geometry, with wB97M-V/def2-TZVPD.

```
15
Properties=species:S:1:pos:R:3
C 2.054 -1.307 0.208
C 0.722 -1.321 0.158
C -0.604 -1.367 -0.418
N 0.196 -0.225 -0.641
C -0.038 0.913 0.237
C -1.306 1.671 -0.089
H 2.644 -0.460 -0.128
H 2.581 -2.103 0.722
H -0.744 -1.993 -1.288
H -1.425 -1.321 0.286
H 0.833 1.575 0.218
H -0.016 0.324 1.273
H -1.263 2.073 -1.109
H -1.439 2.511 0.598
H -2.193 1.032 -0.029
```

Results
Structure (SMILES): C=C1CN1CC
Frontier orbital gap: 0.367 Eh
Energy relative to the best compared isomer or geometry (same formula, charge and spin): 80.0 kcal/mol
E_HOMO: -8.937 eV
E: -6817.52546 eV